(1)
C50H47As2Cl3GeN4O5Rb | the ωB97M-V functional and the def2-TZVPD basis

Last column: Löwdin spin population.
Positions of all 113 atoms, in Å:
Rb 0.4487 1.4084 -0.9505  0.00
O -0.7636 5.7282 -4.9979  0.00
C -0.3902 4.9480 -3.9663  0.00
O 0.5860 4.2510 -3.9943  0.00
C -1.3194 5.0721 -2.7948  0.00
C -2.2515 6.0925 -2.7065  0.00
C -3.0496 6.1541 -1.5688  0.00
C -2.9010 5.1925 -0.5903  0.00
C -1.9578 4.1845 -0.7923  0.00
N -1.1751 4.1380 -1.8595  0.00
C -1.7556 3.0398 0.1831  0.00
O -1.1055 3.2656 1.2132  0.00
O -2.1974 1.9153 -0.1999  0.05
H -0.1172 5.5825 -5.7040  0.00
H -2.3438 6.8160 -3.5022  0.00
H -3.7793 6.9453 -1.4559  0.00
H -3.4972 5.2068 0.3117  0.00
C -2.3233 -2.4428 -0.8004  0.02
C -1.9163 -1.1499 -1.5186  0.05
As -3.3568 0.0845 -1.9448  0.48
C -4.2960 -0.8879 -3.3357  0.08
C -3.9342 -0.7307 -4.6701  0.01
C -4.5458 -1.5095 -5.6429  0.00
C -5.5076 -2.4418 -5.2884  0.01
C -5.8664 -2.6013 -3.9570  0.00
C -5.2691 -1.8235 -2.9780  0.02
C -4.6438 0.2719 -0.5399  0.06
C -4.2653 0.1808 0.7971  0.03
C -5.2254 0.3189 1.7862  0.00
C -6.5443 0.5854 1.4470  0.03
C -6.9125 0.7198 0.1150  0.00
C -5.9635 0.5665 -0.8817  0.03
As -1.8723 -2.4833 1.1310  0.00
C 0.0457 -2.8387 0.9964  0.00
C 0.8045 -2.6290 -0.1508  0.00
C 2.1758 -2.8691 -0.1450  0.00
C 2.7936 -3.3431 1.0005  0.00
C 2.0424 -3.5609 2.1493  0.00
C 0.6837 -3.2921 2.1514  0.00
C -2.4707 -4.3322 1.3881  0.00
C -1.7872 -5.4232 0.8580  0.00
C -2.2845 -6.7074 1.0206  0.00
C -3.4706 -6.9123 1.7129  0.00
C -4.1563 -5.8315 2.2454  0.00
C -3.6554 -4.5465 2.0847  0.00
H -1.8381 -3.2923 -1.2840  0.00
H -3.4002 -2.6186 -0.8592  0.00
H -1.5250 -1.3577 -2.5188  0.00
H -1.1115 -0.6269 -1.0133  0.00
H -3.1745 -0.0119 -4.9432  0.00
H -4.2637 -1.3862 -6.6800  0.00
H -5.9792 -3.0489 -6.0501  0.00
H -6.6121 -3.3338 -3.6768  0.00
H -5.5590 -1.9546 -1.9436  0.00
H -3.2303 0.0270 1.0619  0.00
H -4.9343 0.2346 2.8250  0.00
H -7.2877 0.7031 2.2246  0.00
H -7.9374 0.9462 -0.1479  0.00
H -6.2462 0.6697 -1.9223  0.00
H 0.3578 -2.2947 -1.0787  0.00
H 2.7416 -2.6903 -1.0500  0.00
H 3.8586 -3.5394 1.0011  0.00
H 2.5179 -3.9221 3.0525  0.00
H 0.1085 -3.4450 3.0583  0.00
H -0.8559 -5.2717 0.3243  0.00
H -1.7446 -7.5497 0.6066  0.00
H -3.8570 -7.9153 1.8396  0.00
H -5.0780 -5.9877 2.7914  0.00
H -4.1869 -3.7023 2.5107  0.00
Cl 1.3125 -1.1079 -3.4377  0.00
Ge 1.1330 1.0721 -4.3334  0.02
Cl -1.2476 1.2590 -3.9372  0.08
Cl 0.9682 0.5929 -6.5092  0.01
C 6.7824 -0.3143 1.6683  0.00
N 6.2359 0.2881 0.4561  0.00
N 5.1108 1.0869 0.6893  0.00
C 4.1586 0.8550 -0.2910  0.00
O 3.1205 1.4945 -0.4221  0.00
C 4.6894 -0.2284 -1.0950  0.00
C 5.8998 -0.5498 -0.5964  0.00
C 6.8375 -1.6299 -1.0092  0.00
C 5.2688 2.3187 1.3784  0.00
C 6.5037 2.9558 1.4000  0.00
C 6.6411 4.1563 2.0791  0.00
C 5.5503 4.7283 2.7178  0.00
C 4.3201 4.0870 2.6819  0.00
C 4.1739 2.8771 2.0239  0.00
H 6.9721 0.4718 2.3957  0.00
H 7.7266 -0.7963 1.4254  0.00
H 6.0891 -1.0447 2.0979  0.00
H 4.1877 -0.6384 -1.9560  0.00
H 6.4833 -2.0878 -1.9294  0.00
H 6.9072 -2.4066 -0.2455  0.00
H 7.8392 -1.2329 -1.1756  0.00
H 7.3423 2.5154 0.8774  0.00
H 7.6032 4.6512 2.0964  0.00
H 5.6591 5.6687 3.2413  0.00
H 3.4629 4.5195 3.1807  0.00
H 3.2233 2.3661 2.0150  0.00
N 0.2096 0.5397 2.1398  0.00
C 1.2648 0.6924 3.0412  0.00
C 1.2036 1.6528 4.0524  0.00
C 2.2336 1.7629 4.9715  0.00
C 3.3381 0.9220 4.9088  0.00
C 3.4015 -0.0283 3.9000  0.00
C 2.3818 -0.1404 2.9689  0.00
H 0.5064 0.0592 1.3013  0.00
H -0.3252 1.3890 1.9627  0.00
H 0.3452 2.3120 4.1024  0.00
H 2.1754 2.5163 5.7470  0.00
H 4.1393 1.0151 5.6296  0.00
H 4.2588 -0.6879 3.8307  0.00
H 2.4409 -0.8755 2.1738  0.00

Computed properties:
* energy relative to the best compared isomer or geometry (same formula, charge and spin): 33.02 kcal/mol
* spin multiplicity: 2
* Kohn-Sham gap (spin up / spin down): 8.14 / 5.25 eV
* LUMO level (spin up / spin down): 0.38 / -2.50 eV



(2)
C50H47B2BiBrN10O5 | the ωB97M-V functional and the def2-TZVPD basis

Last column: Mulliken charge in e.
Positions of all 116 atoms, in Å:
Bi 1.4169 -0.6173 0.1063  1.14
C 3.0329 3.1015 -0.4883  -0.82
C 1.7020 3.5327 -0.0134  0.04
C 0.5433 3.8664 -0.8263  -0.94
C -0.4035 4.3432 0.0053  0.51
N 0.1773 4.3785 1.3084  0.51
N 1.4379 3.7821 1.2493  -0.18
B 1.9960 3.1298 2.5852  -0.12
N 3.5245 2.8576 2.5505  0.51
N 3.9037 1.6438 2.1088  0.11
C 5.1655 1.5157 2.4508  -0.32
C 5.6055 2.6352 3.1034  -0.66
C 4.5187 3.4459 3.1844  0.65
C 4.4494 4.7391 3.9395  -1.56
C 5.7108 0.2297 2.0731  0.25
C 6.4202 -0.5353 3.0287  -0.42
C 7.0798 -1.6972 2.6317  -0.75
C 7.1395 -2.0177 1.2665  -0.26
C 6.4929 -1.2023 0.3093  -0.78
C 5.6311 -0.2142 0.7262  0.06
N 1.1688 1.8193 2.8041  1.28
N 0.1199 1.4840 2.0839  -0.34
C -0.4669 0.4443 2.6461  -0.11
C 0.2557 0.0209 3.8128  -0.95
C 1.2881 0.9404 3.8857  0.32
C 2.2228 1.1903 4.9872  -1.38
C -1.7023 -0.1906 2.1500  0.79
C -2.3788 0.2574 0.9938  -0.01
C -3.4999 -0.4123 0.4950  -1.17
C -3.9112 -1.6258 1.1634  0.13
C -3.2673 -2.0516 2.3181  -0.97
C -2.1883 -1.3407 2.7926  -0.41
C -1.7574 4.8237 -0.2311  0.65
C -2.8070 4.8209 0.7606  -0.45
C -4.0747 4.9878 0.3731  -0.86
C -4.3870 5.1396 -0.9690  -0.33
C -3.4563 5.1680 -1.9442  -0.97
C -2.1156 5.1044 -1.5656  -0.62
H 3.0754 3.3216 -1.5654  0.58
H 3.8840 3.5639 0.0231  0.33
H 3.0523 1.9770 -0.4684  -0.16
H 0.3571 3.7721 -1.8567  0.86
H 1.8339 4.0066 3.3776  -0.12
H 6.5642 2.8093 3.5816  0.50
H 3.8003 5.4935 3.4981  0.28
H 4.1465 4.4807 4.9693  0.22
H 5.5008 5.1187 3.9117  0.42
H 6.4862 -0.1388 4.0225  0.43
H 7.6268 -2.3389 3.3087  0.38
H 7.7844 -2.8483 0.9008  0.32
H 6.6293 -1.3619 -0.7356  0.42
H 5.0431 0.3559 0.0015  0.18
H 0.2929 -0.8251 4.5327  0.25
H 2.1524 0.3599 5.7221  0.43
H 3.2276 1.2870 4.6159  0.09
H 1.8660 2.0687 5.4962  0.23
H -2.0137 1.1729 0.6051  0.56
H -4.0363 -0.0617 -0.3904  0.37
H -4.7856 -2.2018 0.7981  0.37
H -3.5060 -3.0351 2.6618  0.41
H -1.7760 -1.4559 3.8140  0.26
H -2.6053 4.6108 1.7862  0.46
H -4.8571 4.9919 1.0957  0.40
H -5.4361 5.0762 -1.2037  0.35
H -3.6131 5.1800 -3.0086  0.52
H -1.3311 5.0404 -2.2522  0.94
C 1.8832 1.5901 -5.7616  -1.85
C 1.8299 0.9302 -4.3505  0.83
O 2.1675 1.6203 -3.3933  -0.36
C 1.4241 -0.4641 -4.1714  0.11
C 0.6805 -1.1098 -5.2016  -0.76
C 0.3120 -2.4520 -5.1160  -1.05
C 0.7528 -3.1720 -3.9964  0.17
C 1.4310 -2.5939 -2.9857  -0.43
C 1.7316 -1.2244 -2.9875  0.84
O 2.2513 -0.6038 -1.8739  -0.78
H 2.5797 2.4230 -5.6140  0.36
H 0.8817 1.9741 -6.0424  0.38
H 2.1311 0.9839 -6.5599  0.53
H 0.4321 -0.4308 -5.9705  0.53
H -0.4476 -2.8661 -5.8147  0.30
H 0.4808 -4.2150 -3.9807  0.42
H 1.8242 -3.1406 -2.0732  0.24
O -0.8855 6.0234 2.1933  -0.46
N 0.0822 5.3561 2.2610  -0.18
Br 2.8129 -2.8794 0.7796  -0.71
C -4.5959 -6.9737 0.5109  -1.80
C -5.0061 -5.9757 -0.5286  1.89
C -6.2833 -5.2385 -0.0802  -1.84
C -5.2908 -6.7907 -1.7742  -1.69
C -3.9394 -4.8601 -0.7693  0.78
C -4.1776 -3.9080 -1.8385  -0.11
C -3.3068 -2.9654 -2.2833  -2.31
C -2.1550 -2.8191 -1.5152  0.48
O -1.2200 -1.8457 -1.5724  0.35
B -0.2772 -2.1412 -0.5851  -0.08
O -0.6606 -3.3319 0.0648  -0.46
C -1.8963 -3.6850 -0.4034  0.64
C -2.7481 -4.7020 -0.0833  -1.28
H -5.2496 -7.8737 0.3902  0.38
H -4.8713 -6.5237 1.4700  0.35
H -3.5327 -7.2872 0.5263  0.34
H -7.0258 -5.9623 0.0823  0.55
H -6.6516 -4.5637 -0.8164  0.38
H -6.0965 -4.7460 0.8628  0.32
H -6.1324 -7.4084 -1.6027  0.53
H -4.3698 -7.5064 -1.9444  0.32
H -5.4302 -6.1422 -2.5994  0.37
H -5.1305 -3.9651 -2.3107  0.42
H -3.5783 -2.2925 -3.0562  0.66
H -2.3676 -5.2958 0.7020  0.59
N -0.2125 0.9866 -1.5390  0.10
C -0.9634 1.3269 -2.3742  0.30
N -1.7630 1.8165 -3.2162  -0.96
C -1.7595 2.9902 -3.8280  0.55
N -1.6140 4.0176 -4.3264  -0.76

Computed properties:
* total charge: -1
* Kohn-Sham gap: 6.81 eV
* LUMO level: 1.10 eV



(3)
C50H47F3N2O3P2PdSi | the ωB97M-V functional and the def2-TZVPD basis

Last column: Mulliken charge in e.
Positions of all 109 atoms, in Å:
Pd 0.6667 -0.2397 0.0072  -0.01
C 2.9671 -3.5893 4.6359  -1.73
C 2.3808 -4.5464 3.5767  2.54
C 2.5536 -5.9799 4.0667  -2.71
C 3.1024 -4.3007 2.2594  0.30
C 4.1185 -5.0874 1.7428  -0.17
C 4.7586 -4.7200 0.5641  -1.34
C 4.3754 -3.5727 -0.1084  -0.04
C 3.3362 -2.7671 0.3585  0.54
P 2.7385 -1.2296 -0.5031  2.36
C 4.2211 -0.2021 -0.0769  0.13
C 5.4990 -0.3631 -0.6138  -0.21
C 6.5527 0.4288 -0.1851  -0.75
C 6.3482 1.3938 0.7947  -0.57
C 5.0858 1.5565 1.3425  -0.58
C 4.0319 0.7629 0.9075  -0.33
C 3.0890 -1.7028 -2.2409  0.17
C 3.5389 -0.7510 -3.1560  -0.32
C 3.7401 -1.0885 -4.4856  -0.89
C 3.4572 -2.3702 -4.9362  -0.44
C 2.9515 -3.3081 -4.0476  -0.71
C 2.7671 -2.9746 -2.7133  -0.62
C 2.7326 -3.1570 1.5494  -1.33
O 1.7333 -2.3728 2.0561  -0.15
C 0.6553 -3.0572 2.5722  -0.18
C -0.6243 -2.5881 2.3069  -0.46
C -1.6737 -3.2810 2.9126  -0.26
C -1.4537 -4.4002 3.6941  -1.59
C -0.1585 -4.8604 3.9058  -0.04
C 0.9175 -4.1843 3.3554  0.33
P -0.9703 -1.1471 1.1550  1.89
C -1.8795 -0.1342 2.4013  0.30
C -3.0543 0.5693 2.1324  -0.54
C -3.6379 1.3828 3.0999  -0.61
C -3.0005 1.5737 4.3175  -0.69
C -1.8017 0.9220 4.5792  -0.61
C -1.2585 0.0657 3.6363  -0.54
C -2.2857 -1.9979 0.1661  1.23
C -3.6378 -2.1247 0.4818  -0.01
C -4.5080 -2.7944 -0.3682  -0.99
C -4.0372 -3.3660 -1.5408  -0.73
C -2.6923 -3.2521 -1.8669  -0.32
C -1.8310 -2.5639 -1.0266  -1.84
H 4.0291 -3.7988 4.7851  0.39
H 2.4423 -3.7185 5.5852  0.37
H 2.8615 -2.5508 4.3230  0.35
H 3.6092 -6.2015 4.2305  0.51
H 2.1523 -6.6999 3.3512  0.45
H 2.0457 -6.1191 5.0217  0.53
H 4.4265 -5.9884 2.2579  0.31
H 5.5578 -5.3355 0.1690  0.38
H 4.8740 -3.3092 -1.0327  0.37
H 5.6737 -1.1057 -1.3823  0.23
H 7.5371 0.2956 -0.6193  0.40
H 7.1706 2.0191 1.1219  0.37
H 4.9088 2.3144 2.0958  0.42
H 3.0362 0.8955 1.3135  -0.12
H 3.7155 0.2647 -2.8273  0.37
H 4.0943 -0.3348 -5.1789  0.38
H 3.6002 -2.6269 -5.9790  0.35
H 2.6949 -4.3029 -4.3921  0.40
H 2.3731 -3.7166 -2.0280  0.43
H -2.6881 -2.9383 2.7504  0.46
H -2.2927 -4.9223 4.1375  0.39
H 0.0020 -5.7438 4.5104  0.31
H -3.5469 0.4984 1.1712  0.80
H -4.5742 1.8763 2.8664  0.47
H -3.4546 2.2073 5.0701  0.39
H -1.2930 1.0693 5.5255  0.39
H -0.3305 -0.4507 3.8598  0.20
H -4.0353 -1.6883 1.3868  0.47
H -5.5598 -2.8432 -0.1174  0.41
H -4.7201 -3.8781 -2.2083  0.36
H -2.3161 -3.6757 -2.7908  0.41
H -0.7887 -2.4254 -1.2979  0.40
C 1.1724 2.6606 2.0388  -1.03
C 1.3972 2.9733 0.5835  0.61
C 1.7777 4.2398 0.1652  -0.86
C 1.9002 4.4530 -1.2124  -0.46
C 1.6293 3.4438 -2.0999  -1.07
C 1.2110 2.1600 -1.6230  -0.36
N 1.1636 1.9769 -0.2674  0.64
N 0.9155 1.1058 -2.3627  0.55
Si -0.2003 0.8851 -3.5995  -0.11
C -0.4681 2.3727 -4.7526  -1.24
C -1.8962 0.4571 -2.9083  -0.51
C 0.3014 -0.5538 -4.7066  -0.80
H 1.8792 3.1909 2.6812  0.30
H 1.2469 1.5839 2.2030  -0.17
H 0.1604 2.9534 2.3306  0.35
H 1.9608 5.0273 0.8848  0.43
H 2.2144 5.4242 -1.5837  0.37
H 1.7371 3.5896 -3.1661  0.42
H -0.7272 3.2659 -4.1787  0.34
H -1.2870 2.1742 -5.4517  0.31
H 0.4287 2.5988 -5.3378  0.28
H -2.2399 1.2340 -2.2203  0.25
H -1.8463 -0.4730 -2.3336  -0.22
H -2.6512 0.3362 -3.6915  0.42
H 1.1756 -0.3127 -5.3140  0.23
H -0.5209 -0.8190 -5.3786  0.45
H 0.5481 -1.4333 -4.1051  0.01
F -7.4730 -0.9940 2.2425  -0.30
C -7.5062 -0.0835 1.2369  0.87
F -8.8058 -0.0071 0.8472  -0.32
F -6.8459 -0.6499 0.2082  -0.25
C -6.9402 1.3160 1.6893  0.45
O -7.5537 1.7829 2.6602  -0.74
O -5.9879 1.7353 1.0197  -0.67

Computed properties:
* energy relative to the best compared isomer or geometry (same formula, charge and spin): 0.00 kcal/mol
* total charge: -2
* Kohn-Sham gap: 5.60 eV
* LUMO level: 3.65 eV



(4)
C50H47N2OP2SSeW | the ωB97M-V functional and the def2-TZVPD basis

Last column: Löwdin spin population.
Positions of all 105 atoms, in Å:
W -0.9000 -0.8585 -0.1033  1.59
C -1.1145 3.2157 0.8948  0.00
C -0.5620 3.0782 2.2810  0.00
C -0.1052 4.2108 2.9472  0.00
C 0.3334 4.1565 4.2604  0.00
C 0.2980 2.9534 4.9468  0.00
C -0.1579 1.8140 4.3029  0.00
C -0.5563 1.8535 2.9673  0.00
P -1.2696 0.3583 2.1986  0.03
C -1.2121 -0.9262 3.5039  0.00
C -2.4138 -1.4940 3.9275  0.00
C -2.4264 -2.5513 4.8232  0.00
C -1.2294 -3.0513 5.3110  0.00
C -0.0322 -2.4812 4.9059  0.00
C -0.0015 -1.4196 4.0070  0.00
C 1.3232 -0.8118 3.6432  0.00
C -3.0180 0.7861 2.0418  0.01
C -3.6448 1.7630 2.8119  0.00
C -4.9801 2.0529 2.5922  0.00
C -5.6794 1.3642 1.6063  0.00
C -5.0555 0.3798 0.8574  0.00
C -3.7135 0.0685 1.0706  0.01
C -3.0265 -1.0302 0.3178  0.02
H -0.8281 4.1694 0.4541  0.00
H -2.2052 3.1527 0.8964  0.00
H -0.7413 2.4284 0.2432  0.01
H -0.1086 5.1575 2.4202  0.00
H 0.6795 5.0561 4.7525  0.00
H 0.6048 2.9005 5.9829  0.00
H -0.2264 0.8886 4.8609  0.00
H -3.3531 -1.1126 3.5498  0.00
H -3.3691 -2.9783 5.1380  0.00
H -1.2261 -3.8741 6.0140  0.00
H 0.9044 -2.8568 5.3030  0.00
H 2.1130 -1.5615 3.6418  0.00
H 1.6112 -0.0347 4.3555  0.00
H 1.2917 -0.3408 2.6594  0.00
H -3.0862 2.3065 3.5645  0.00
H -5.4731 2.8178 3.1769  0.00
H -6.7202 1.5978 1.4232  0.00
H -5.6112 -0.1593 0.0994  0.00
H -3.5475 -1.2115 -0.6218  0.01
H -3.1183 -1.9695 0.8825  0.00
O -1.0594 -3.1527 1.2909  0.00
N 0.1092 -2.4906 0.9278  0.00
C 1.1994 -3.1083 1.1606  0.04
C 2.5631 -2.6461 0.9534  0.00
C 3.5440 -3.5421 1.3929  0.01
C 4.8837 -3.2099 1.3444  0.00
C 5.2537 -1.9658 0.8564  0.01
C 4.2869 -1.0807 0.4048  0.00
C 2.9325 -1.3971 0.4392  0.01
P 1.7269 -0.2538 -0.3534  0.04
C 2.4033 -0.3254 -2.0445  0.01
C 1.8577 -1.2488 -2.9302  0.00
C 2.4168 -1.4229 -4.1890  0.00
C 3.5193 -0.6744 -4.5673  0.00
C 4.0636 0.2558 -3.6888  0.00
C 3.5109 0.4308 -2.4318  0.00
C 2.2236 1.3797 0.2862  0.00
C 2.8365 1.5301 1.5306  0.00
C 3.1825 2.7885 1.9982  0.00
C 2.9278 3.9119 1.2259  0.00
C 2.3158 3.7734 -0.0111  0.00
C 1.9588 2.5172 -0.4763  0.00
H -0.8902 -4.1077 1.3400  0.00
H 1.1085 -4.0943 1.6153  0.00
H 3.2435 -4.5072 1.7827  0.00
H 5.6311 -3.9124 1.6859  0.00
H 6.2975 -1.6844 0.8158  0.00
H 4.5994 -0.1227 0.0120  0.00
H 0.9851 -1.8224 -2.6497  0.00
H 1.9767 -2.1370 -4.8727  0.00
H 3.9537 -0.8075 -5.5496  0.00
H 4.9180 0.8493 -3.9869  0.00
H 3.9324 1.1716 -1.7644  0.00
H 3.0702 0.6651 2.1370  0.00
H 3.6568 2.8878 2.9657  0.00
H 3.2072 4.8930 1.5870  0.00
H 2.1148 4.6445 -0.6213  0.00
H 1.4755 2.4265 -1.4393  0.00
S -1.2991 -4.5748 -3.0609  0.15
C -1.1643 -3.2645 -2.1769  0.08
N -1.0488 -2.2814 -1.5249  0.02
C -1.7426 -1.1481 -7.6811  0.00
C -1.6397 -0.6327 -6.2736  -0.01
C -2.5918 -0.9519 -5.3180  0.00
C -2.4991 -0.5148 -4.0005  0.00
C -3.6497 -0.8129 -3.0805  0.00
C -1.3773 0.2366 -3.6259  0.02
Se -1.1807 0.9220 -1.8225  -0.06
C -0.4574 0.6668 -4.5936  0.00
C 0.6265 1.6718 -4.3221  0.00
C -0.5987 0.2038 -5.8955  0.00
H -2.7265 -1.5713 -7.8768  0.00
H -1.0021 -1.9308 -7.8582  0.00
H -1.5593 -0.3544 -8.4056  0.00
H -3.4517 -1.5469 -5.6041  0.00
H -4.5279 -1.0857 -3.6633  0.00
H -3.9004 0.0560 -2.4695  0.00
H -3.4265 -1.6433 -2.4156  0.00
H 1.1275 1.4903 -3.3780  0.00
H 0.2063 2.6806 -4.2905  0.00
H 1.3756 1.6450 -5.1121  0.00
H 0.1247 0.5227 -6.6385  0.00

Computed properties:
* energy relative to the best compared isomer or geometry (same formula, charge and spin): 0.00 kcal/mol
* spin multiplicity: 3
* total charge: +1
* Kohn-Sham gap (spin up / spin down): 6.22 / 6.52 eV
* LUMO level (spin up / spin down): -3.72 / -3.94 eV